The following is a quantum chemistry calculation of a 2-piece molecular cluster, C5H8FN3OS overall in a non-equilibrium geometry, from the Open Molecules 2025 dataset.

```
19
Properties=species:S:1:pos:R:3:mulliken_charge:R:1
C 2.922 -2.101 -0.091 -0.036
C 2.335 -0.113 0.072 0.267
C -2.948 0.992 0.001 -1.460
C -0.602 1.149 0.985 -1.427
C -1.495 0.604 -0.155 1.572
N 3.396 -0.948 0.322 -0.549
N 1.637 -1.966 -0.408 -0.116
N 1.335 -0.704 -0.519 -0.108
O -1.017 0.840 -1.399 -0.559
F -1.519 -0.862 -0.019 -0.395
S 2.274 1.576 0.525 -0.134
H 3.403 -2.989 0.140 0.402
H -3.144 2.038 0.286 0.318
H -3.399 0.888 -0.957 0.373
H -3.328 0.251 0.663 0.387
H -0.294 2.262 0.945 0.425
H -0.442 0.645 1.856 0.470
H 0.934 -2.626 -0.727 0.194
H -0.047 1.066 -1.521 0.378
```

ΔE to the lowest compared entry with this formula, charge and spin: 2.319 eV
Total charge: 0
Frontier orbital gap (alpha / beta): 8.6 / 6.5 eV
Largest force on an atom: 4.61 eV/Å